Formula: C28H40AuO6SSe
Source: the Open Molecules 2025 dataset
Level of theory: ωB97M-V/def2-TZVPD

Results
HOMO-LUMO gap (spin up / spin down)   6.87 / 5.80 eV
Expectation value of S²   2.04
Relative energy (zero: lowest compared OMol25 entry of this formula, charge and spin)   0.000 eV
2S+1   3
Calculated total energy   -121845.76804 eV
Total charge   -1
Lowest unoccupied orbital energy (spin up / spin down)   2.143 / 0.357 eV
HOMO level (spin up / spin down)   -4.73 / -5.45 eV

The geometry in XYZ format:
```
77
Properties=species:S:1:pos:R:3:forces:R:3:mulliken_charge:R:1
Au -1.707714 1.573023 -2.498488 0.2 0.1 0.0 0.9001
C 3.573022 -4.118663 -2.967430 0.0 0.0 0.0 -1.6582
C 2.680598 -3.915389 -1.735333 0.0 0.0 0.0 2.0044
C 3.545264 -3.976838 -0.467174 0.0 0.0 0.0 -1.5751
C 1.677285 -5.067725 -1.682390 0.0 0.0 0.0 -2.2189
C 1.992269 -2.554654 -1.804502 0.0 0.1 0.0 -0.5181
C 0.620929 -2.395800 -1.813129 0.0 0.0 0.0 -0.1717
C 0.054575 -1.123194 -1.830577 0.0 -0.2 -0.1 -1.1696
Se -1.842024 -0.947644 -1.781150 0.0 0.1 0.2 0.1869
C -1.937493 -0.369180 0.043827 -0.8 0.1 0.3 -0.0246
C -0.890659 -0.409876 0.913271 0.2 0.2 -0.1 0.4304
C -1.014111 0.168215 2.182206 0.1 0.0 0.1 -0.6435
C -2.221835 0.809718 2.548487 0.0 0.0 0.0 -0.5993
C -3.325790 0.853024 1.746479 0.0 -0.2 -0.3 0.0667
C -3.253590 0.161414 0.452172 0.9 0.0 -0.1 0.0486
O -4.208986 0.048599 -0.314632 -0.3 -0.2 -0.2 -0.6990
C -4.591814 1.623006 2.073596 -0.1 0.0 0.1 2.4006
C -4.438337 2.393636 3.383588 0.0 0.0 0.0 -2.1187
C -5.787318 0.662935 2.239928 0.1 0.2 0.0 -1.7733
C -4.856645 2.622491 0.932857 -0.1 0.1 0.0 -1.7076
C 0.147114 0.167227 3.167541 0.0 0.0 0.0 2.3171
C 0.547207 1.615837 3.491606 0.0 0.0 -0.1 -1.6985
C 1.374914 -0.556872 2.615907 0.0 0.0 0.0 -2.1573
C -0.293799 -0.541903 4.458986 0.0 0.0 0.0 -1.7746
C 0.821391 0.052515 -1.832317 -0.2 0.2 0.0 2.2420
O 0.276965 1.235139 -1.769384 0.0 0.1 -0.1 -1.3213
C 2.241153 -0.103226 -1.866168 0.1 0.0 0.1 -0.5801
C 2.766014 -1.381337 -1.844423 -0.1 0.0 0.1 -0.0157
C 3.137808 1.135091 -1.944267 0.0 0.0 0.0 2.2240
C 2.789108 1.927371 -3.215349 0.0 0.0 0.0 -1.6762
C 2.948685 2.027815 -0.707360 0.0 -0.1 0.0 -1.5998
C 4.622363 0.765646 -2.010853 0.0 0.0 -0.1 -2.3023
H 4.077511 -5.087394 -2.919296 0.0 0.0 0.0 0.4676
H 2.974562 -4.085367 -3.879495 0.0 0.0 0.0 0.3577
H 4.337053 -3.343433 -3.039830 0.0 0.0 0.0 0.2919
H 4.058874 -4.940134 -0.397587 0.0 0.0 0.0 0.4479
H 4.300985 -3.190427 -0.459259 0.0 0.0 0.0 0.3059
H 2.922010 -3.849915 0.420066 0.0 0.0 0.0 0.2891
H 2.214327 -6.017080 -1.625281 0.0 0.0 0.0 0.4404
H 1.029839 -4.996331 -0.806023 0.0 0.0 0.0 0.4035
H 1.047902 -5.091802 -2.573999 0.0 0.0 0.0 0.4101
H -0.041612 -3.251535 -1.787748 0.0 0.0 0.0 0.5314
H 0.056130 -0.811162 0.578918 0.0 0.0 0.1 0.3851
H -2.254962 1.310299 3.507211 0.0 0.0 0.0 0.4153
H -4.318728 1.712160 4.230970 0.0 0.1 0.0 0.3808
H -3.589862 3.080356 3.362258 0.0 0.0 0.0 0.3957
H -5.339540 2.985504 3.554092 0.0 0.0 0.0 0.4389
H -5.608456 -0.026266 3.068896 0.0 0.0 0.0 0.3605
H -6.683938 1.244311 2.469307 0.0 0.0 0.0 0.4587
H -5.963967 0.098232 1.332786 0.0 -0.1 -0.1 0.3625
H -3.979178 3.249098 0.761731 0.0 0.0 0.0 0.3511
H -5.101028 2.120279 -0.001959 0.1 0.1 0.1 0.3964
H -5.688427 3.279575 1.196061 0.0 0.0 0.1 0.4373
H 0.874196 2.140208 2.590131 0.0 0.0 0.0 0.2777
H -0.278228 2.177734 3.927742 0.0 0.0 0.0 0.3464
H 1.370945 1.615477 4.209029 0.0 0.0 0.0 0.4800
H 1.769721 -0.070907 1.721819 0.0 0.0 0.0 0.2845
H 2.160869 -0.549390 3.373870 0.0 0.0 0.0 0.4928
H 1.154141 -1.597235 2.371515 0.0 0.0 0.0 0.4647
H -1.145051 -0.045089 4.925631 0.0 0.0 0.0 0.3187
H -0.575542 -1.576982 4.256745 0.0 0.0 0.0 0.3789
H 0.531165 -0.544298 5.175805 0.0 0.0 0.0 0.4641
H 3.842167 -1.489304 -1.849878 0.0 0.0 0.0 0.3906
H 1.750850 2.249870 -3.205077 0.0 0.0 0.0 0.3006
H 3.425509 2.813276 -3.287766 0.0 0.0 0.0 0.4485
H 2.956691 1.313332 -4.103772 0.0 0.0 0.0 0.3505
H 1.912465 2.341074 -0.612481 0.0 0.0 0.0 0.2725
H 3.247801 1.485906 0.197841 0.0 0.1 0.0 0.2522
H 3.577098 2.917925 -0.792885 0.0 0.0 0.0 0.5357
H 4.855237 0.167001 -2.894990 0.0 0.0 0.0 0.3777
H 5.212194 1.682522 -2.069674 0.0 0.0 0.0 0.4651
H 4.943324 0.216333 -1.122686 0.0 0.0 0.0 0.3901
O -3.918362 4.605261 -2.862150 0.1 -0.2 0.0 -0.6475
S -3.136879 3.662898 -3.632210 -0.2 0.4 0.0 1.2672
O -3.206383 3.846179 -5.063177 0.1 -0.1 0.1 -0.6603
O -1.667827 3.659329 -3.152892 -0.3 -0.3 0.0 -0.7128
O -3.552145 2.209508 -3.257835 0.3 0.1 0.0 -0.6825
```
Forces are in eV/Å.